{"formula": "C24H30AuN3O3PS", "method": "ωB97M-V/def2-TZVPD", "total_charge": 3, "homo_lumo_gap_ev": 8.49, "e_lumo_ha": -0.3198, "relative_energy_ev": 0.162, "elements": ["Au", "N", "C", "C", "C", "N", "C", "C", "N", "C", "H", "H", "H", "H", "H", "H", "H", "H", "H", "H", "H", "H", "H", "H", "H", "H", "O", "S", "O", "O", "C", "C", "C", "C", "C", "C", "P", "C", "C", "C", "C", "C", "C", "C", "C", "C", "C", "C", "C", "H", "H", "H", "H", "H", "H", "H", "H", "H", "H", "H", "H", "H", "H"], "positions_angstrom": [[1.524, -0.223, 0.835], [3.005, -1.862, 3.793], [2.714, -3.343, 3.606], [2.953, -3.774, 2.162], [1.844, -3.513, 1.135], [2.059, -2.240, 0.343], [0.429, -3.612, 1.711], [0.238, -3.054, 3.118], [0.303, -1.567, 3.100], [1.290, -3.613, 4.074], [3.900, -1.591, 3.385], [3.037, -1.627, 4.788], [2.215, -1.340, 3.360], [3.431, -3.858, 4.244], [3.076, -4.859, 2.211], [3.918, -3.407, 1.797], [1.943, -4.303, 0.389], [1.536, -2.364, -0.523], [3.032, -2.225, 0.040], [0.165, -4.670, 1.742], [-0.284, -3.147, 1.025], [-0.744, -3.381, 3.469], [0.042, -1.220, 4.023], [-0.437, -1.236, 2.485], [1.166, -4.695, 4.147], [1.139, -3.229, 5.088], [-1.339, -0.793, 0.471], [-2.172, -0.638, -0.691], [-2.828, -1.748, -1.259], [-1.165, -0.013, -1.843], [-3.162, 0.803, -0.509], [-4.391, 0.813, 0.119], [-5.032, 2.042, 0.245], [-4.451, 3.208, -0.241], [-3.218, 3.180, -0.882], [-2.567, 1.962, -1.011], [-1.081, 1.601, -1.924], [0.400, 2.015, -1.013], [0.372, 1.834, 0.392], [1.547, 1.999, 1.140], [2.748, 2.352, 0.463], [2.755, 2.548, -0.899], [1.580, 2.376, -1.642], [-1.056, 2.086, -3.600], [-1.485, 1.198, -4.592], [-1.556, 1.646, -5.899], [-1.221, 2.959, -6.207], [-0.808, 3.844, -5.215], [-0.721, 3.414, -3.904], [-4.848, -0.098, 0.483], [-6.004, 2.086, 0.720], [-4.977, 4.148, -0.138], [-2.796, 4.089, -1.291], [-0.571, 1.677, 0.901], [1.501, 2.065, 2.221], [3.648, 2.513, 1.042], [3.665, 2.843, -1.404], [1.603, 2.523, -2.715], [-1.754, 0.178, -4.350], [-1.876, 0.970, -6.680], [-1.282, 3.299, -7.232], [-0.554, 4.864, -5.467], [-0.399, 4.106, -3.133]], "mulliken_charge": [0.7625, -0.0781, 0.1511, -1.4213, 0.4515, -0.7988, -1.0856, 0.2184, -0.4621, -1.3594, 0.4022, 0.4222, 0.0012, 0.3737, 0.4820, 0.4333, 0.3955, 0.3666, 0.3210, 0.5159, 0.2228, 0.4542, 0.2805, 0.0444, 0.4525, 0.4233, -0.3063, 1.1497, -0.5902, -0.4787, 0.3701, -0.8126, -0.6269, -0.7583, -0.4710, 0.3341, 1.4465, 0.7020, -1.0796, -0.9460, -0.4779, -0.9081, -0.2421, 0.5780, -0.5409, -0.7738, -0.4749, -0.8143, -0.3430, 0.5562, 0.4589, 0.4668, 0.5310, 0.6606, 0.6883, 0.4940, 0.4773, 0.5191, 0.4408, 0.4515, 0.4390, 0.4451, 0.4661]}